25
Properties=species:S:1:pos:R:3:forces:R:3:lowdin_charge:R:1 method="wB97M-V/def2-TZVPD" total_charge=0 lumo_ev="0.421 / 0.491" gap_ev="7.4 / 6.9"
C 3.808265 -0.879557 -0.333834 -1.3 0.3 -1.6 -0.09
C 3.614743 -0.521655 0.993328 0.8 0.0 -0.5 -0.09
C 2.789739 -0.573780 -1.303726 3.3 -3.0 0.5 -0.07
C 2.441935 0.123010 1.348064 -0.7 0.1 -2.0 -0.01
C 1.665689 0.038420 -0.904208 -0.9 -0.1 -1.5 -0.08
C 1.417359 0.397764 0.374104 0.6 1.3 3.9 -0.15
C -1.318808 -0.972520 0.503763 2.5 0.3 0.6 -0.24
C -2.006302 1.247377 -0.212426 -0.2 -1.5 -1.3 -0.12
C 0.148638 1.047570 0.742873 -1.0 -2.7 -1.3 -0.31
C -3.523895 -0.895809 -0.592779 -1.6 2.0 -0.3 -0.04
N -2.350800 -0.227775 0.088607 -0.2 -1.1 -0.6 -0.08
O -0.894873 -2.109342 0.615148 -2.0 1.7 -0.4 0.06
O -0.631158 1.429372 -0.332054 0.7 0.5 0.8 -0.05
O -0.250879 1.630618 1.898052 0.3 0.6 -0.2 0.10
H 4.661367 -1.394631 -0.773178 0.1 0.1 0.8 0.09
H 4.446748 -0.701804 1.686952 -0.7 0.1 0.0 0.11
H 2.984215 -1.168237 -2.248180 -0.8 1.6 0.7 0.13
H 2.353969 0.532991 2.297982 -0.3 0.4 1.8 0.08
H 0.899424 0.221755 -1.585139 -1.1 0.2 -1.3 0.10
H -2.304293 1.415987 -1.281238 -0.6 0.2 1.3 0.15
H -2.440893 1.889587 0.551348 -0.2 0.0 -0.2 0.13
H -3.501456 -0.736611 -1.718316 -0.3 0.4 1.4 0.10
H -3.513794 -1.950613 -0.535202 0.8 -1.2 0.7 0.05
H -4.575635 -0.638317 -0.094316 2.4 0.1 -1.2 0.12
H 0.145159 1.251227 2.682661 0.3 -0.3 0.0 0.12